1.
Molecular formula: C34H26BF4N3O5Rh
Method: DFT, ωB97M-V/def2-TZVPD

Calculated values
- multiplicity = 5
- ΔE to the lowest compared entry with this formula, charge and spin (eV) = 0.000
- expectation value of S² = 6.052
- charge = -1
- gap between HOMO and LUMO (alpha / beta) (eV) = 5.69 / 6.89

```
74
C34H26BF4N3O5Rh (ωB97M-V/def2-TZVPD)
Rh 0.449 0.165 -1.288
O 4.487 0.575 2.884
C 3.613 -0.090 3.653
C 4.070 -0.572 4.875
C 3.224 -1.238 5.744
C 1.898 -1.451 5.390
C 1.434 -1.005 4.168
C 2.265 -0.322 3.269
C 1.729 0.109 1.990
O 0.404 -0.209 1.775
N 2.420 0.841 1.170
N 1.922 1.255 0.015
C 2.655 2.136 -0.676
C 2.157 2.654 -1.891
C 2.841 3.639 -2.631
C 2.258 4.150 -3.767
C 1.005 3.683 -4.167
C 0.409 2.679 -3.422
N 0.957 2.186 -2.319
H 3.989 0.872 2.080
H 5.109 -0.403 5.127
H 3.601 -1.585 6.698
H 1.229 -1.970 6.064
H 0.405 -1.181 3.883
H 3.607 2.473 -0.278
H 3.817 3.969 -2.301
H 2.772 4.911 -4.341
H 0.505 4.075 -5.041
H -0.546 2.257 -3.713
C 0.537 -5.588 -1.814
C 1.499 -4.686 -2.242
C 1.582 -3.428 -1.670
C 0.692 -3.032 -0.671
C -0.257 -3.960 -0.230
C -0.337 -5.218 -0.802
C 0.900 -1.718 -0.020
C -0.004 -0.965 0.710
C -1.486 -1.105 0.719
C -2.200 -1.601 -0.377
C -3.571 -1.750 -0.307
C -4.259 -1.400 0.846
C -3.566 -0.880 1.926
C -2.191 -0.729 1.863
H 0.477 -6.578 -2.250
H 2.196 -4.962 -3.023
H 2.331 -2.730 -2.024
H -0.924 -3.704 0.580
H -1.087 -5.914 -0.444
H 1.948 -1.530 0.206
H -1.684 -1.869 -1.287
H -4.110 -2.119 -1.170
H -5.335 -1.509 0.892
H -4.104 -0.576 2.816
H -1.651 -0.325 2.707
O -5.194 1.929 -1.142
C -4.242 2.425 -0.306
C -4.586 3.089 0.867
C -3.605 3.564 1.723
C -2.267 3.356 1.430
C -1.924 2.683 0.265
C -2.895 2.236 -0.620
C -2.458 1.623 -1.947
O -2.991 2.010 -2.976
O -1.463 0.821 -1.854
H -6.062 2.174 -0.810
H -5.637 3.228 1.110
H -3.894 4.091 2.624
H -1.497 3.710 2.104
H -0.883 2.496 0.022
F 2.018 0.222 -4.605
B 1.916 -0.838 -3.723
F 2.488 -0.465 -2.442
F 0.546 -1.111 -3.407
F 2.550 -1.975 -4.196
```

2.
Molecular formula: C5H11N
Method: DFT, ωB97M-V/def2-TZVPD

Calculated values
- ΔE to the lowest compared entry with this formula, charge and spin (eV) = 3.783
- gap between HOMO and LUMO (eV) = 7.66

```
17
C5H11N (ωB97M-V/def2-TZVPD)
C -0.413 1.336 0.548
N -0.490 0.050 -0.164
C -0.480 -1.167 0.680
C 0.655 -1.012 -0.248
C -1.228 0.071 -1.431
C 1.960 -0.496 0.291
H 0.624 1.644 0.688
H -0.928 2.106 -0.026
H -0.890 1.267 1.527
H -1.278 -1.882 0.463
H -0.444 -0.908 1.749
H -0.532 0.366 -2.218
H -2.074 0.765 -1.395
H -1.576 -0.935 -1.649
H 2.626 -1.355 0.434
H 2.448 0.136 -0.464
H 1.959 0.065 1.248
```

3.
Molecular formula: C4H6O2
Method: DFT, ωB97M-V/def2-TZVPD

Calculated values
- ΔE to the lowest compared entry with this formula, charge and spin (eV) = 2.629
- SMILES = C1O[C@H]2C[C@H]2O1
- gap between HOMO and LUMO (eV) = 10.74

```
12
C4H6O2 (ωB97M-V/def2-TZVPD)
C 1.386 0.350 0.349
C 0.437 -0.819 0.371
O -0.793 -0.587 1.005
C -1.521 0.208 0.097
O -0.601 0.938 -0.687
C 0.515 0.057 -0.831
H 2.464 0.205 0.415
H 0.843 1.251 0.660
H 0.745 -1.862 0.388
H -2.098 -0.415 -0.594
H -2.164 0.875 0.676
H 0.788 -0.201 -1.848
```

4.
Molecular formula: C17H25N8O3
Method: DFT, ωB97M-V/def2-TZVPD

Calculated values
- charge = -1
- gap between HOMO and LUMO (eV) = 9.88

```
53
C17H25N8O3 (ωB97M-V/def2-TZVPD)
O -33.267 -9.524 -19.047
C -33.233 -8.400 -19.683
O -33.052 -7.378 -18.959
O -33.402 -8.269 -20.939
H -33.243 -8.918 -18.303
C -34.126 -11.102 -20.811
C -32.890 -11.682 -20.230
N -31.899 -12.193 -19.762
H -34.993 -11.749 -20.675
H -33.954 -10.975 -21.880
H -34.379 -10.098 -20.471
C -34.876 -9.118 -22.038
C -36.340 -9.106 -22.500
N -37.407 -9.061 -22.853
H -34.261 -8.273 -22.349
H -34.358 -9.983 -22.452
H -34.915 -9.224 -20.954
C -31.455 -9.759 -20.853
C -30.011 -9.641 -21.020
N -28.861 -9.489 -21.152
H -31.621 -10.403 -19.989
H -31.851 -10.224 -21.755
H -31.869 -8.751 -20.853
C -34.592 -6.252 -20.712
C -35.428 -5.876 -21.792
N -36.141 -5.621 -22.662
H -33.636 -6.607 -21.097
H -35.053 -7.014 -20.083
H -34.473 -5.442 -19.992
C -32.995 -5.257 -18.598
C -34.110 -4.338 -18.720
N -35.005 -3.613 -18.876
H -33.162 -5.951 -17.774
H -32.076 -4.696 -18.431
H -33.076 -5.844 -19.513
C -31.386 -10.221 -17.909
C -32.306 -10.808 -16.904
N -33.008 -11.334 -16.172
H -30.541 -10.901 -18.018
H -31.075 -9.258 -17.505
H -31.954 -10.057 -18.825
C -34.633 -8.522 -17.343
C -35.189 -8.241 -15.987
N -35.598 -8.077 -14.926
H -33.612 -8.846 -17.141
H -34.592 -7.626 -17.963
H -35.143 -9.296 -17.917
C -31.310 -7.150 -17.846
C -30.844 -7.852 -16.622
N -30.450 -8.409 -15.654
H -32.346 -6.810 -17.827
H -31.216 -7.687 -18.790
H -30.730 -6.235 -17.971
```

Copy entry 3 word for word.
Molecular formula: C4H6O2
Method: DFT, ωB97M-V/def2-TZVPD

Calculated values
- ΔE to the lowest compared entry with this formula, charge and spin (eV) = 2.629
- SMILES = C1O[C@H]2C[C@H]2O1
- gap between HOMO and LUMO (eV) = 10.74

```
12
C4H6O2 (ωB97M-V/def2-TZVPD)
C 1.386 0.350 0.349
C 0.437 -0.819 0.371
O -0.793 -0.587 1.005
C -1.521 0.208 0.097
O -0.601 0.938 -0.687
C 0.515 0.057 -0.831
H 2.464 0.205 0.415
H 0.843 1.251 0.660
H 0.745 -1.862 0.388
H -2.098 -0.415 -0.594
H -2.164 0.875 0.676
H 0.788 -0.201 -1.848
```